No. 1
Molecular formula: C17H28N3O7P2ReSe
Method: DFT, wB97M-V/def2-TZVPD

Its HOMO energy is -14.24 eV. The value obtained for the total energy is -122931.04442 eV. As for the HOMO-LUMO gap: 7.477 eV.

ORCA input file:
```
! wB97M-V def2-TZVPD RIJCOSX def2/J DEFGRID3
* xyz 2 1
Re 0.018 -0.346 -0.242
N -4.892 -0.711 -0.696
C -3.742 0.264 -0.872
C -4.267 1.557 -1.491
P -2.609 -0.645 -2.042
O -1.785 0.518 -2.769
O -3.488 -1.421 -2.928
O -1.592 -1.342 -1.142
P -2.999 0.448 0.806
O -3.388 1.904 1.278
O -3.475 -0.661 1.641
O -1.441 0.554 0.598
H -4.937 -1.287 -1.558
H -5.782 -0.232 -0.554
H -4.705 -1.301 0.131
H -4.666 1.369 -2.490
H -3.464 2.287 -1.571
H -5.050 1.998 -0.872
H -2.151 0.764 -3.632
H -3.805 1.949 2.150
C 1.127 -1.435 -3.691
C 1.484 -2.134 -2.401
C 0.830 -3.484 -2.210
O 1.063 -1.271 -1.286
H 1.521 -2.017 -4.523
H 1.560 -0.436 -3.735
H 0.045 -1.368 -3.802
H 2.565 -2.190 -2.265
H -0.254 -3.389 -2.230
H 1.137 -3.943 -1.272
H 1.137 -4.137 -3.027
C 3.177 -1.707 2.448
N 4.143 -0.611 2.437
C 5.211 -0.491 3.294
C 5.905 0.609 2.918
N 5.244 1.155 1.844
C 5.648 2.368 1.132
C 4.171 0.404 1.566
Se 3.039 0.706 0.067
H 3.543 -2.474 3.123
H 3.090 -2.121 1.446
H 2.209 -1.352 2.792
H 5.382 -1.196 4.088
H 6.802 1.047 3.317
H 6.505 2.793 1.645
H 4.831 3.087 1.137
H 5.929 2.132 0.108
C 1.303 0.548 0.871
C 1.129 1.172 2.185
C 1.797 2.348 2.551
C 1.593 2.911 3.798
C 0.741 2.298 4.709
C 0.080 1.127 4.363
C 0.259 0.573 3.108
H 2.440 2.847 1.837
H 2.093 3.833 4.061
H 0.591 2.735 5.687
H -0.579 0.644 5.073
H -0.251 -0.346 2.846
*
```

---

No. 2
Molecular formula: C17H28O6
Method: DFT, wB97M-V/def2-TZVPD

Its HOMO energy is -10.41 eV. The value obtained for the total energy is -30370.24820 eV. As for the HOMO-LUMO gap: 10.758 eV. Its SMILES is CCCCCCCCCC[C@@H](C(=O)O)[C@]1(C(=O)O)CCC(=O)O1.

ORCA input file:
```
! wB97M-V def2-TZVPD RIJCOSX def2/J DEFGRID3
* xyz 0 1
C -2.292 -2.960 -3.515
C -2.560 -2.306 -2.165
C -3.227 -0.941 -2.324
C -3.629 -0.297 -0.997
C -2.432 0.050 -0.114
C -2.845 0.836 1.129
C -1.676 1.122 2.075
C -0.711 2.178 1.534
C 0.515 2.370 2.431
C 1.565 1.267 2.286
C 2.340 1.369 0.966
C 3.703 2.009 1.219
O 4.132 2.339 2.286
O 4.384 2.194 0.081
C 2.562 0.011 0.266
C 3.375 0.188 -1.027
O 4.370 -0.416 -1.297
O 2.771 1.037 -1.865
C 1.271 -0.752 -0.111
C 1.682 -2.205 0.084
C 2.847 -2.118 1.064
O 3.325 -3.009 1.695
O 3.279 -0.848 1.139
H -3.222 -3.111 -4.058
H -1.642 -2.331 -4.121
H -1.810 -3.926 -3.385
H -3.207 -2.955 -1.570
H -1.614 -2.196 -1.630
H -4.124 -1.061 -2.937
H -2.551 -0.270 -2.860
H -4.186 0.619 -1.208
H -4.296 -0.970 -0.454
H -1.720 0.632 -0.702
H -1.939 -0.872 0.201
H -3.305 1.780 0.828
H -3.599 0.259 1.669
H -1.144 0.189 2.271
H -2.072 1.473 3.030
H -1.248 3.126 1.460
H -0.389 1.908 0.527
H 0.987 3.328 2.205
H 0.186 2.406 3.471
H 1.096 0.290 2.389
H 2.287 1.358 3.100
H 1.817 2.008 0.248
H 5.267 2.551 0.272
H 3.304 1.145 -2.669
H 0.960 -0.520 -1.127
H 0.463 -0.481 0.566
H 0.896 -2.843 0.484
H 2.057 -2.657 -0.836
*
```

---

No. 3
Molecular formula: C17H29AlClSi2
Method: DFT, wB97M-V/def2-TZVPD

Its HOMO energy is -3.65 eV. The value obtained for the total energy is -52977.48523 eV. As for the HOMO-LUMO gap: 6.589 eV.

ORCA input file:
```
! wB97M-V def2-TZVPD RIJCOSX def2/J DEFGRID3
* xyz -1 1
C 2.512 -2.916 0.379
C 2.517 -2.869 -1.016
C 1.133 -2.765 -1.470
H 3.391 -2.855 -1.650
C 0.311 -2.602 -0.281
C 1.147 -2.814 0.837
H 0.794 -2.919 1.863
H 3.387 -3.000 1.017
H 0.760 -3.170 -2.417
H -0.789 -2.495 -0.250
Al 0.721 -0.577 -1.290
Cl 2.204 0.539 -0.081
C 1.566 1.136 -3.229
C 0.330 0.485 -3.513
C 0.560 -0.933 -3.498
H -0.563 0.941 -3.937
C 1.971 -1.121 -3.229
C 2.567 0.150 -3.019
H 3.632 0.317 -2.830
H 1.754 2.206 -3.277
H -0.109 -1.681 -3.917
H 2.537 -2.021 -3.461
C 0.075 2.833 1.604
Si -0.903 2.055 0.182
C -2.702 2.567 0.307
C -0.248 2.935 -1.344
C -0.799 0.120 0.039
Si -1.096 -0.360 1.896
C -2.404 0.684 2.878
C -1.882 -2.083 2.179
C 0.358 -0.339 3.108
H -0.020 3.925 1.464
H 1.151 2.597 1.564
H -0.277 2.617 2.621
H -2.798 3.536 -0.193
H -3.347 1.864 -0.233
H -3.091 2.655 1.324
H 0.856 2.926 -1.365
H -0.642 2.473 -2.261
H -0.580 3.978 -1.306
H -1.715 -0.298 -0.464
H -3.370 0.694 2.360
H -2.541 0.160 3.842
H -2.091 1.719 3.089
H -1.174 -2.923 2.069
H -2.256 -2.105 3.220
H -2.752 -2.234 1.520
H 1.079 -1.156 2.914
H 0.891 0.630 3.134
H -0.053 -0.509 4.122
*
```

---

No. 4
Molecular formula: C17H29BCaCl2CsF4O9S
Method: DFT, wB97M-V/def2-TZVPD

Its HOMO energy is -3.19 eV. The value obtained for the total energy is -102923.25019 eV. As for the HOMO-LUMO gap: 1.217 eV.

ORCA input file:
```
! wB97M-V def2-TZVPD RIJCOSX def2/J DEFGRID3
* xyz -1 1
C 5.410 0.829 -1.296
C 4.369 1.343 -2.325
C 3.336 2.291 -1.660
B 1.833 1.838 -1.939
C 0.717 2.046 -0.830
C -0.597 2.646 -1.392
C -1.677 1.566 -1.466
C -3.106 2.103 -1.394
C -4.064 0.944 -1.016
C -5.130 0.724 -2.089
H 6.293 1.459 -1.343
H 5.035 0.923 -0.265
H 5.650 -0.221 -1.464
H 3.861 0.519 -2.818
H 4.884 1.915 -3.092
H 3.461 2.332 -0.592
H 3.418 3.307 -2.051
H 1.571 1.316 -2.991
H 0.543 1.043 -0.419
H 1.090 2.646 0.012
H -0.427 3.044 -2.393
H -0.881 3.470 -0.743
H -1.569 0.941 -0.581
H -1.519 0.940 -2.344
H -3.419 2.555 -2.336
H -3.183 2.858 -0.617
H -3.491 0.021 -0.985
H -4.497 1.078 -0.031
H -5.539 1.699 -2.435
H -5.888 0.039 -1.658
H -4.597 0.267 -2.952
O 4.875 -0.818 1.858
H 4.215 -0.608 2.579
H 4.475 -1.387 1.156
H 5.681 -1.234 2.241
Cl 2.676 3.112 1.336
Ca -6.945 0.742 -3.803
C -3.924 -2.134 -4.939
O -4.603 -1.068 -4.716
O -2.653 -2.104 -4.337
O -4.225 -3.119 -5.579
H -2.703 -1.233 -3.925
C -4.063 1.407 2.948
C -3.124 0.472 2.784
C -3.085 -0.739 3.630
O -2.235 -1.595 3.482
C -4.121 -0.867 4.671
C -5.059 0.069 4.839
C -5.103 1.275 3.989
O -5.963 2.130 4.137
H -4.108 2.300 2.335
H -2.353 0.553 2.026
H -4.071 -1.758 5.284
H -5.826 -0.010 5.599
C 6.261 -5.724 0.942
F 5.980 -6.343 -0.187
F 6.641 -6.623 1.839
F 7.286 -4.890 0.726
S 4.793 -4.801 1.541
O 3.781 -5.774 1.752
O 4.478 -3.821 0.517
O 5.245 -4.147 2.801
Cl -0.666 -2.538 5.161
Cs 4.654 -2.467 3.434
F 1.902 5.258 1.387
*
```

---

No. 5
Molecular formula: C17H29BNO4P2Tl
Method: DFT, wB97M-V/def2-TZVPD

Its HOMO energy is -5.16 eV. The value obtained for the total energy is -51723.52543 eV. As for the HOMO-LUMO gap: 5.009 eV.

ORCA input file:
```
! wB97M-V def2-TZVPD RIJCOSX def2/J DEFGRID3
* xyz 0 1
C -0.703 -3.855 -1.690
C -0.885 -2.679 -0.943
N -0.484 -1.479 -1.401
C 0.235 -1.428 -2.535
C 0.493 -2.563 -3.312
C 0.003 -3.790 -2.891
C -1.474 -2.773 0.454
P -1.976 -1.189 1.241
Tl -2.122 0.489 -0.847
P 1.244 1.162 -1.767
C 0.730 -0.078 -3.024
O 1.145 -3.884 1.890
O 2.555 -2.075 0.079
H -1.114 -4.786 -1.287
H 1.078 -2.438 -4.215
H 0.152 -4.680 -3.492
C -3.708 -1.612 1.595
C -1.145 -1.263 2.859
H 1.607 -0.245 -3.679
H -0.044 0.421 -3.644
H -0.723 -3.141 1.144
H -2.309 -3.493 0.436
C 1.642 2.645 -2.759
C 2.864 0.604 -1.158
H 2.441 -1.536 0.851
H 3.432 -2.467 0.239
H 1.479 -3.320 1.158
H 0.964 -4.801 1.559
H -3.879 0.789 -0.904
H 2.165 -0.394 1.934
H -3.827 -2.690 1.702
H -4.000 -1.103 2.522
H -4.327 -1.252 0.759
H -1.788 -1.762 3.597
H -0.181 -1.790 2.796
H -0.952 -0.230 3.183
H 3.626 0.607 -1.952
H 3.162 1.201 -0.285
H 2.769 -0.432 -0.804
H 2.603 2.510 -3.280
H 0.837 2.816 -3.487
H 1.709 3.508 -2.077
O -0.813 2.846 -0.420
B 0.178 1.794 -0.272
O 0.740 1.874 1.046
C 0.250 3.036 1.570
C 0.659 3.680 2.723
C 0.085 4.932 2.993
C -0.879 5.489 2.146
C -1.283 4.825 0.983
C -0.687 3.608 0.710
H 1.408 3.228 3.369
H 0.402 5.482 3.889
H -1.327 6.457 2.393
H -2.027 5.228 0.305
*
```

---

No. 6
Molecular formula: C17H29Br2I2O15PS
Method: DFT, wB97M-V/def2-TZVPD

Its HOMO energy is -9.24 eV. The value obtained for the total energy is -225221.48501 eV. As for the HOMO-LUMO gap: 8.695 eV.

ORCA input file:
```
! wB97M-V def2-TZVPD RIJCOSX def2/J DEFGRID3
* xyz 0 1
C 1.819 0.658 1.983
C 2.580 0.582 0.673
I 4.623 1.212 0.861
C 2.049 0.197 -0.484
I 3.361 0.322 -2.176
C 0.542 -0.245 -0.575
C -0.262 1.116 -0.461
P -1.665 1.364 0.683
O -1.833 2.824 0.746
O -3.072 0.811 0.141
O -1.433 0.904 2.196
C 0.217 -1.404 0.400
C -1.033 -2.299 0.131
Br -2.399 -2.180 1.539
S -1.861 -2.150 -1.491
O -3.224 -1.826 -1.266
O -1.829 -3.382 -2.198
O -1.148 -0.927 -2.280
C 0.249 -0.785 -2.019
Br 1.178 -2.484 -2.415
H 0.958 1.311 1.838
H 2.447 1.163 2.724
H 1.571 -0.309 2.422
H 0.421 1.937 -0.237
H -0.654 1.362 -1.458
H -3.174 1.110 -0.779
H -1.318 1.713 2.723
H 1.092 -2.064 0.369
H 0.151 -1.120 1.449
H -0.713 -3.339 0.200
H 0.592 -0.083 -2.780
C 0.156 -0.178 8.616
O -0.130 0.123 7.249
C -0.745 -0.861 6.588
O -1.059 -1.929 7.043
O -0.951 -0.452 5.334
C -1.608 -1.410 4.497
H 0.651 0.692 9.039
H -0.764 -0.363 9.169
H 0.824 -1.034 8.690
H -2.600 -1.645 4.885
H -1.009 -2.315 4.405
H -1.716 -0.963 3.517
C 8.712 -2.547 -4.453
O 7.618 -3.241 -5.053
C 6.437 -3.003 -4.481
O 6.237 -2.279 -3.540
O 5.508 -3.703 -5.129
C 4.197 -3.515 -4.607
H 9.608 -2.822 -5.004
H 8.571 -1.470 -4.526
H 8.834 -2.846 -3.413
H 3.896 -2.471 -4.689
H 4.145 -3.846 -3.570
H 3.517 -4.121 -5.201
C -5.892 5.665 -4.036
O -5.940 4.373 -3.432
C -5.547 4.352 -2.153
O -5.176 5.300 -1.514
O -5.641 3.095 -1.714
C -5.248 2.916 -0.348
H -6.231 5.552 -5.063
H -6.557 6.356 -3.520
H -4.873 6.050 -4.042
H -5.886 3.497 0.316
H -4.203 3.189 -0.208
H -5.369 1.863 -0.110
*
```